16
Properties=species:S:1:pos:R:3 method="wB97M-V/def2-TZVPD" total_charge=0 orbital_gap_ev=9.7 total_energy_ev=-7855.2102 relative_energy_kcal_mol=68.0 homo_energy_ha=-0.32113
H 2.74835 -0.00733 0.40245
H -3.19883 -0.19879 0.12508
N -0.12543 -1.68623 0.30406
C -0.11643 0.49952 0.54109
H 0.28420 1.62454 -1.25620
C -1.24452 -0.93695 0.23295
H 0.78722 2.43558 0.23753
H -0.42119 0.61010 1.57925
C 0.02165 1.79624 -0.21214
H -0.91687 2.35152 -0.18487
H -2.90705 -1.88203 -0.59333
H 2.23090 -0.50298 -1.21334
C 0.71594 -0.65195 0.27470
H 2.51754 -1.73129 0.02347
C -2.51217 -0.99569 -0.11420
C 2.13668 -0.72427 -0.14650

---

77
Properties=species:S:1:pos:R:3 method="wB97M-V/def2-TZVPD" total_charge=+2 multiplicity=2 orbital_gap_ev="5.8 / 5.8" total_energy_ev=-76555.9563 relative_energy_kcal_mol=33.4 homo_energy_ha="-0.43903 / -0.43832"
C 0.26871 -0.31642 -0.36204
C 5.87454 3.56637 2.99819
C 4.91230 2.77111 3.60806
H -0.13663 -6.00262 -3.83684
C -0.04821 -1.68030 -0.72048
C -0.39209 -3.33283 -2.42191
H 6.92602 3.39398 3.19020
C -0.99413 -6.13930 -3.17557
H 5.21318 1.96399 4.26368
O 0.31807 2.41056 0.72889
H 4.42761 6.74059 0.93951
S 3.87692 5.24590 -0.80569
H -1.81897 -5.55268 -3.57138
N 0.05852 4.57745 -0.89946
Ir 0.09944 2.52256 -1.23194
H -5.93783 3.81762 -1.83953
H 2.71758 6.23056 1.04765
H 0.10109 -4.21730 2.40025
N -2.00687 -7.95067 -1.84869
H -0.03889 -1.28617 -2.83481
C -4.68883 5.43653 -1.12446
C 4.14079 4.81716 1.88507
H 0.27979 -2.90437 3.53761
H 0.11785 6.58045 0.69350
C -2.54827 3.74960 -1.71903
H -2.73117 -7.25242 -1.67791
H -2.45165 -8.86753 -1.86673
H -0.50081 -8.27642 -3.27831
C 3.18290 4.01190 2.48671
H -1.52880 -7.68834 0.19414
C 2.30032 4.51799 -1.00490
H 6.23907 5.19912 1.65463
H 0.81784 -7.13116 -1.66681
C -0.99238 -7.87664 -0.73255
H 0.09743 -0.75856 2.96611
H -2.16139 -2.42797 3.45123
C -0.15890 -2.04160 -2.06888
C 0.26004 -0.00761 0.99797
C -1.77270 -3.39144 3.11933
H -1.62618 6.85770 0.74262
C 3.56841 3.00390 3.36440
C 3.74242 5.89543 0.91444
C -0.78261 6.63740 0.09637
H 0.42371 -6.36076 -0.14481
H -0.71886 -4.72527 0.62367
H 2.12709 4.16923 2.28606
H 2.80786 2.40451 3.85018
C -0.23741 -2.66025 0.26240
H -3.26090 6.80450 -0.40290
H -0.48111 -8.83382 -0.65187
C 0.46014 1.37644 1.53859
N -0.73200 -5.71459 -1.79293
H -2.39840 -3.74424 2.29742
C -0.53678 -4.35842 -1.46093
H -0.66372 7.45386 -0.62029
O -1.57644 2.98748 -2.16175
H -2.05964 -7.85239 -3.97565
C -3.87258 3.33467 -1.96046
C -1.36726 -7.62887 -3.16872
C 5.48797 4.58072 2.13574
C -4.92472 4.15081 -1.65697
C -0.00938 -6.75020 -1.05937
C 0.06550 -1.01213 1.91310
C -0.99803 5.34225 -0.63382
H -4.00940 2.35198 -2.39277
N -0.14155 -2.29229 1.59808
N 1.24388 5.14305 -0.61158
S 2.28443 3.01241 -1.81395
C -2.30939 4.96750 -1.05046
C -0.31610 -3.25995 2.70119
H -5.51829 6.10783 -0.94673
C -3.41747 5.82224 -0.82088
O 0.69677 1.51235 2.71269
C -0.50726 -3.97984 -0.12952
F -0.48509 -3.62318 -3.73079
H -1.85477 -4.09134 3.95085
O 0.57566 0.52023 -1.27546

---

95
Properties=species:S:1:pos:R:3 method="wB97M-V/def2-TZVPD" smiles="CCC[C@@H](C)c1cc2nc(OC[C@@H](C)O)c(I)nc2c(COCCOCC)c1C[SH](=O)=O.O=S1(=O)CCCC1.O=S1(=O)CCCC1" total_charge=0 orbital_gap_ev=8.1 total_energy_ev=-95959.9442 homo_energy_ha=-0.31937
C 7.01873 -2.43681 -2.60834
O 0.42450 -2.66061 -2.26081
C 2.89981 4.45633 -0.13094
C 0.68189 -6.57660 4.36312
O 6.65172 0.01273 -1.70685
C -1.67176 -1.34780 -2.21210
C 0.41086 -3.27199 -0.93401
H 2.58766 -3.43715 -1.00885
O 8.56987 -1.34809 -0.78709
H 1.26709 -4.10332 6.56798
H 5.29207 -4.06042 -0.16029
C 0.93404 4.74887 -1.90649
H -4.16062 2.50657 -2.89346
C 6.56516 -3.70818 -1.90034
H 0.53619 5.48978 -1.16366
C 2.38113 3.14894 0.58693
C 5.53391 -3.25976 -0.86096
H -0.19728 5.05645 -3.85655
O -4.48500 1.41045 -1.12276
H -0.40231 -2.85076 -0.27426
H -10.40068 2.05358 1.00174
C -0.29243 -5.61737 6.37977
H 2.57927 -1.78952 1.39087
H 0.76671 6.50329 -3.33821
H -5.38910 0.97187 0.67283
C 2.08117 -1.75772 0.38299
H 1.44040 -7.22522 3.92795
H -9.65475 0.48280 0.51875
S 1.24246 -4.88193 4.33332
H -9.16262 2.38305 -1.68961
H 1.32889 -4.04058 1.53537
H 6.24357 -2.06203 -3.27890
H -6.83843 3.06014 0.76950
H 6.14523 -4.42949 -2.60277
C -2.23987 2.26470 -1.89157
H 6.69785 -2.34310 0.73984
O 0.59335 -4.19237 3.23829
H -0.18021 -7.76129 5.97087
H 7.41445 -4.18031 -1.39787
C 0.77776 5.38064 -3.38106
C -3.79277 2.44706 -1.81811
H 2.68572 2.25884 -0.01889
H -0.18692 -3.54626 5.69688
H 2.78097 -1.17862 -0.29343
H -10.85279 1.28484 -0.58348
H 1.81260 2.06658 -2.04500
I -2.80780 -3.18925 -2.31764
C -5.14662 1.89140 0.05507
H -0.34732 -5.62653 7.46925
C 0.69816 2.12206 -2.01521
C -9.99625 1.47316 0.12031
S -2.64700 5.26732 0.03320
H -8.76803 3.32228 -0.15717
N -2.36308 -0.19311 -2.12868
H 0.18587 -4.36639 -1.10672
C 1.81680 -3.21301 -0.21681
H 5.33667 -1.34300 0.16493
C -0.17229 -1.38982 -2.20987
S 7.22231 -1.24640 -1.29208
H 1.64427 5.08705 -4.04573
H -2.03250 6.38408 0.56868
C -2.07966 4.91003 -1.70071
H -1.44922 5.75070 -2.08799
C -0.07818 0.83079 -2.07706
H -4.11106 3.42519 -1.34997
C 6.11479 -2.04515 -0.13180
H 4.03299 4.46164 -0.13520
H 4.60750 -2.97622 -1.36684
C -6.52919 2.59258 -0.21931
O -7.57232 1.62851 -0.51518
H 2.58706 5.41795 0.35853
C -1.43217 3.49485 -1.83474
C -8.84511 2.29523 -0.60630
H 2.90374 3.08105 1.58741
N 0.67434 -0.33775 -2.16729
H 1.27904 3.23841 0.76495
O -2.52453 4.08635 0.89373
H 1.36683 -7.00308 6.36528
H -1.31777 -5.59081 6.00017
H 1.12826 -1.15807 0.46341
H -3.00841 4.89578 -2.34549
H -6.47520 3.34078 -1.05634
H -4.44666 2.50676 0.68571
C -1.54516 0.93131 -2.03598
H -0.23986 -6.63304 3.78143
O 2.67222 -4.86937 4.50544
C 0.09116 3.42978 -1.92081
C 2.48371 4.55397 -1.67802
O -4.08606 5.60608 -0.08753
H 2.97509 5.51247 -2.03799
O 1.96402 -4.20228 0.80274
C 0.41961 -6.86025 5.83732
C 0.47568 -4.39201 5.87625
H 7.95666 -2.55619 -3.14839
H 2.94717 3.73392 -2.29126

---

8
Properties=species:S:1:pos:R:3 method="wB97M-V/def2-TZVPD" total_charge=+1 orbital_gap_ev=8.5 total_energy_ev=-9659.7281 relative_energy_kcal_mol=32.8 homo_energy_ha=-0.52272
C 1.23695 -1.54361 -0.21309
C -1.82565 0.65650 0.32073
O 0.39450 -2.31430 0.00735
O 0.44849 1.22778 -0.20630
C -0.79377 1.31296 0.12191
H -2.87165 0.44348 0.44020
Be 1.51347 0.78088 -0.22818
O 1.89767 -0.56369 -0.24262

---

19
Properties=species:S:1:pos:R:3 method="wB97M-V/def2-TZVPD" smiles=OCCCO.O.O total_charge=0 orbital_gap_ev=10.8 total_energy_ev=-11495.0108 relative_energy_kcal_mol=17.3 homo_energy_ha=-0.37970
H 0.53634 -0.43260 -1.72669
H 2.59685 0.93630 -2.10650
H -0.95625 -0.52919 0.95789
O 1.41156 -0.95842 2.34077
O -3.34583 0.68802 0.44954
O 2.54338 1.39712 -1.27802
H 2.04107 -0.57247 0.49268
H 0.63760 -1.46831 2.54971
C -0.07901 -0.80283 0.36528
C -0.21660 -0.12732 -0.99285
H 1.04414 0.76977 1.20118
H -1.63920 -1.25674 -1.77532
C 1.17229 -0.30715 1.09328
H 3.06397 2.20178 -1.38985
O -1.48437 -0.31839 -1.62480
H -0.04388 -1.88564 0.21403
H -2.75592 0.25029 -0.18595
H -3.01665 1.58222 0.49457
H -0.08114 0.94822 -0.89559

---

63
Properties=species:S:1:pos:R:3 method="wB97M-V/def2-TZVPD" total_charge=-2 multiplicity=5 orbital_gap_ev="5.9 / 5.6" total_energy_ev=-107367.2924 relative_energy_kcal_mol=17.2 homo_energy_ha="-0.06586 / -0.07360"
C -2.58870 1.40581 2.32991
H -0.89478 3.18000 4.68061
C 2.41135 -1.74495 -3.13547
C 5.15542 1.91775 -2.52489
H -2.62008 -5.20651 2.63080
H 4.11012 0.30555 -3.46460
H -2.28853 -0.90154 -2.56343
S 0.18399 1.11137 -2.62834
Ru 0.03855 -0.27895 -0.77206
H -4.23044 2.34970 -0.35031
C -1.98239 -4.39273 2.31002
H -3.58992 1.06095 2.12353
H -5.13839 -1.58444 0.08893
H 4.66578 2.97725 0.64588
H 2.59638 -3.13032 -0.29003
C -2.35015 2.14184 3.47973
H 1.75962 -2.62172 -3.15917
H -5.19243 1.25367 0.65054
H 0.97900 2.55771 3.16960
C -0.93974 -3.11765 0.52155
S -0.02288 2.77311 -1.44716
S -0.63326 -2.80897 -1.12593
Sb 2.05798 4.01776 -2.16935
H -2.90909 0.72600 -2.82664
C 4.24640 0.86658 -2.54727
H -3.83305 -1.69483 1.28335
C 5.32135 2.67015 -1.37104
H 5.71526 2.16870 -3.41902
C 3.10915 -2.16484 -0.26716
H 3.08771 1.09097 0.61730
S 2.34893 5.65138 -0.55250
C 4.57358 2.36363 -0.24190
H 4.14373 -2.30568 -0.59433
H -4.02661 -0.65161 -2.74715
N -1.77499 0.38929 0.24590
C -1.55866 1.08193 1.41714
S 1.55447 4.99760 -4.21183
C -4.05104 -1.58022 0.21721
H 2.10245 -1.07214 -3.93943
H 0.58376 1.24437 1.16901
C -3.11018 -0.22417 -2.32682
C 3.49378 0.53088 -1.41972
H -5.37129 1.22611 -1.10332
C 3.67658 1.30536 -0.27033
H -2.22024 -4.78277 0.21551
Si 2.24705 -0.91420 -1.42641
H 6.00185 3.51284 -1.36030
C -0.58793 -2.52847 2.79437
Si -3.28882 0.02159 -0.47009
H 3.11046 -1.81022 0.76564
C -1.07271 2.57541 3.79947
O 0.45864 -1.36059 1.15754
H -3.18197 2.38227 4.13483
H -3.64176 -2.44838 -0.30463
H 3.43886 -2.07198 -3.32204
H -1.53742 -3.66676 4.30888
C -0.02972 2.23004 2.94577
H -0.09502 -1.81560 3.43804
C -1.76165 -4.16503 0.97401
C -1.38358 -3.54748 3.24628
N -0.35771 -2.32853 1.48036
C -4.64698 1.34141 -0.29099
C -0.26007 1.49229 1.80194

---

34
Properties=species:S:1:pos:R:3 method="wB97M-V/def2-TZVPD" smiles="N[C@@H](CS)C(=O)N[C@@H](Cc1ccccc1)C(=O)O" total_charge=0 orbital_gap_ev=9.6 total_energy_ev=-32662.6918 relative_energy_kcal_mol=0.0 homo_energy_ha=-0.33580
C -3.21664 -1.58830 0.18825
H 2.81747 -2.65454 -1.48650
H 3.38199 -3.31236 0.80171
C 2.20897 0.31705 0.04789
H 1.75571 1.92521 -1.25537
C 1.66533 1.72751 -0.19729
C 2.28957 -0.60756 -0.97605
O 0.43756 4.18391 -0.52551
C 2.55118 -0.04894 1.36122
N -0.61988 0.91500 -0.52925
N -1.32168 -1.43881 -1.48551
H 2.25098 2.45679 0.33230
H 0.25223 1.72857 1.28023
H -1.92753 2.75272 0.76295
C -1.78226 0.48748 -0.04310
O -2.34232 1.02211 0.94759
S -4.86999 -0.94285 0.57425
C 2.71459 -1.92224 -0.72563
H -0.69639 -2.00588 -0.90810
C -2.38600 -0.70176 -0.77044
C 2.96240 -1.34151 1.61094
H -1.72629 -2.02083 -2.17359
H -2.67226 -1.81496 1.07808
H -0.23753 0.35463 -1.28888
C 3.07032 -2.29704 0.58275
C 0.23222 1.89627 0.20154
H 2.05472 -0.27219 -2.02279
H -3.36258 -2.54664 -0.27377
H 3.23841 -1.68691 2.62045
H 2.45871 0.72035 2.19163
O -1.49766 3.55326 0.37746
C -0.24185 3.30711 -0.01937
H -3.04097 -0.27514 -1.49173
H -4.40052 0.13051 1.21363